Formula: C15H21Cl6F3O12
Source: the OMol25 dataset
Level of theory: ωB97M-V/def2-TZVPD

Calculated values
SMILES = O=C1OC[C@@H](F)O1.O=C1OC[C@@H](F)O1.O=C1OC[C@@H](F)O1.COC(=O)OC.ClCCl.ClCCl.ClCCl
Calculated total energy = -4547.72310 a.u.
Frontier orbital gap = 10.77 eV
LUMO energy = 0.279 eV
Largest force on an atom = 5.63 eV/Å

Geometry as XYZ:
```
57
Properties=species:S:1:pos:R:3:forces:R:3
O -0.8777 -0.3816 -10.8528 -1.77 -0.49 -0.18
C -1.9355 -0.8609 -11.1653 1.62 -0.97 -0.53
O -2.1081 -2.1768 -11.5260 0.79 0.58 0.82
C -3.4068 -2.3794 -12.1458 2.89 1.01 0.90
C -4.1365 -1.1706 -11.5764 0.95 -1.31 -1.24
F -4.6849 -1.5314 -10.4076 -0.80 0.38 0.59
O -3.1061 -0.2015 -11.3238 -1.49 -0.48 -0.41
H -3.1230 -2.2151 -13.1853 -1.02 -0.52 -0.37
H -3.6810 -3.3859 -11.8298 -0.66 0.34 -0.40
H -4.8385 -0.9618 -12.3837 -0.50 1.46 0.82
O 3.0788 1.9913 8.9060 0.18 0.36 -0.40
C 2.5258 3.0317 8.9869 -0.71 -0.21 0.98
O 1.2372 3.2658 8.5708 0.42 -2.60 -1.85
C 0.6903 4.3189 9.2437 -0.07 1.03 1.67
C 1.9783 5.1112 9.4315 -1.78 -0.12 -0.13
F 1.8707 5.8390 10.5209 0.44 1.61 1.30
O 2.9843 4.1450 9.6460 -0.52 -0.31 -1.19
H -0.1722 4.8375 8.8250 0.61 0.02 -1.17
H 0.2361 3.9882 10.1778 0.54 -0.17 0.60
H 2.0972 5.6936 8.5179 0.87 0.38 0.19
O -5.5830 0.0471 6.7266 2.34 -0.89 2.14
C -5.1983 -0.5346 7.7421 0.89 3.31 -4.47
O -3.9135 -0.6194 8.2625 -0.29 -0.36 -0.02
C -3.9016 -1.6941 9.2525 -0.18 -0.06 -1.23
C -5.3905 -1.8223 9.5314 -0.39 -1.16 -1.20
F -5.7754 -1.2310 10.6291 -0.37 1.21 2.25
O -6.0676 -1.1208 8.4513 -0.76 -3.31 3.43
H -3.4466 -2.5949 8.8406 -0.65 -0.19 -0.89
H -3.2161 -1.6334 10.0977 -0.55 1.48 0.35
H -5.7504 -2.8498 9.5838 -0.03 -0.03 -0.36
C -0.2741 0.0541 -3.4538 1.36 0.04 -0.15
O -0.4363 0.0790 -2.0561 -2.19 -0.23 -0.79
C 0.5227 0.1855 -1.1928 3.73 0.59 0.53
O 1.7525 0.2886 -1.3520 -2.84 -0.34 -0.05
O -0.1102 0.1981 -0.0439 -1.25 0.20 2.30
C 0.5031 0.2764 1.2494 1.71 -0.18 -0.41
H 0.4714 0.8241 -3.6523 0.14 -0.31 -0.70
H -1.1955 0.2690 -3.9951 -0.14 0.12 0.65
H 0.0442 -0.9547 -3.7167 0.30 0.19 -0.35
H 1.3075 -0.4583 1.2836 -0.08 -0.20 0.14
H -0.1808 0.1096 2.0816 -0.50 -0.18 -0.73
H 1.0076 1.2218 1.4486 -0.24 0.30 -0.45
Cl 3.8314 -5.5584 7.2786 0.03 -0.27 0.01
C 3.3394 -4.8902 5.7251 -0.08 0.40 -0.15
Cl 3.8681 -5.8875 4.3094 -0.37 0.70 0.88
H 2.2572 -4.7608 5.7413 0.13 -0.50 -0.27
H 3.7582 -3.8842 5.6994 0.29 -0.33 -0.47
Cl 4.9751 -5.4235 -9.4311 -0.05 0.45 0.22
C 4.9053 -3.6494 -9.3151 -0.39 0.33 0.19
Cl 6.4353 -2.8888 -9.7953 -0.32 -0.09 -0.12
H 4.0610 -3.3054 -9.9126 0.47 -0.07 -0.41
H 4.6855 -3.2866 -8.3110 0.28 -0.62 0.11
Cl 2.7010 6.0091 -8.2300 -0.12 0.07 -0.05
C 3.7311 5.7069 -6.8516 0.88 -0.93 0.45
Cl 2.9058 5.8233 -5.2763 0.15 0.37 -0.33
H 4.1127 4.6860 -6.8656 -0.40 -0.02 -0.34
H 4.6355 6.3122 -6.9130 -0.51 0.51 0.27
```
Forces are in eV/Å.

Here are the Löwdin charges for atoms 1 to 8, given in e: 0.16 -0.53 0.03 -0.03 -0.31 0.09 0.14 0.14


Formula: C15H21ClN3O2S2V
Source: the OMol25 dataset
Level of theory: ωB97M-V/def2-TZVPD

Calculated values
Calculated total energy = -3099.56561 a.u.
Frontier orbital gap (spin up / spin down) = 5.49 / 6.74 eV
LUMO energy (spin up / spin down) = 0.042 / -0.038 eV
<S²> = 2.08
Largest force on an atom = 1.26 eV/Å
2S+1 = 3

Geometry as XYZ:
```
45
Properties=species:S:1:pos:R:3:forces:R:3
V 0.2762 -0.1766 -1.0733 0.39 -1.01 -0.45
Cl -5.3024 2.5617 -4.8466 0.18 -0.14 0.15
C -4.1485 1.6378 -3.9073 -0.26 -0.13 -0.15
C -4.3264 0.2494 -3.7713 -0.14 0.10 -0.11
C -3.4413 -0.4979 -3.0410 -0.03 0.09 -0.14
C -2.3219 0.1052 -2.4290 0.49 -0.97 0.64
O -1.4923 -0.6513 -1.7369 -0.98 0.40 -0.28
C -2.1684 1.4920 -2.5579 0.25 0.81 -0.01
C -1.1424 2.2211 -1.8532 -0.41 -0.27 -0.03
O -0.2773 1.7270 -1.1292 0.09 0.61 0.07
C -3.0926 2.2499 -3.3044 -0.01 0.13 -0.04
H -5.1738 -0.2205 -4.2564 0.04 0.02 0.02
H -3.5591 -1.5695 -2.9489 0.00 0.01 0.01
H -1.1773 3.3131 -1.9066 -0.08 0.12 -0.12
H -2.9664 3.3237 -3.3959 0.04 -0.07 0.04
C 3.6084 1.4190 3.0517 0.07 0.00 0.10
C 3.4513 1.9159 1.6157 -0.38 -0.39 -0.51
C 4.7660 1.7831 0.8338 0.01 -0.03 0.05
C 2.9580 3.3667 1.5887 -0.02 0.02 0.03
C 2.4355 1.0750 0.9133 0.55 0.49 0.54
N 1.6656 0.4677 0.3284 0.00 0.14 0.31
H 4.3827 2.0163 3.5384 -0.05 -0.04 0.02
H 3.9109 0.3715 3.0829 0.01 0.04 -0.03
H 2.6807 1.5297 3.6150 0.02 0.01 -0.03
H 5.5019 2.4499 1.2876 0.02 -0.05 -0.05
H 4.6345 2.0551 -0.2134 -0.02 0.04 0.04
H 5.1428 0.7607 0.8716 0.00 0.02 0.01
H 3.7438 4.0029 2.0006 -0.06 0.01 0.00
H 2.0571 3.4861 2.1917 0.02 0.00 -0.01
H 2.7382 3.6947 0.5728 0.05 -0.03 0.00
C -3.0644 -2.7645 1.1694 0.01 -0.01 -0.13
N -1.8701 -2.5250 0.3891 0.24 -0.10 -0.01
C -0.6373 -2.9608 0.6990 -0.03 0.16 -0.46
S 0.6850 -2.6147 -0.3447 -0.28 -0.19 0.61
N -0.5186 -3.6931 1.8146 0.31 0.00 0.06
C 0.7425 -4.1685 2.3664 -0.16 -0.06 -0.08
H -3.9270 -2.5179 0.5557 0.00 0.06 0.02
H -3.1022 -2.1530 2.0751 0.03 -0.01 0.02
H -3.1622 -3.8178 1.4431 0.00 -0.03 0.00
H -1.9323 -2.0316 -0.4993 -0.04 0.11 0.04
H -1.3327 -3.8010 2.3904 -0.07 -0.05 0.06
H 1.3466 -4.6468 1.5996 -0.06 0.03 -0.06
H 0.5012 -4.9011 3.1348 0.07 0.03 0.02
H 1.3217 -3.3558 2.8014 0.02 0.06 0.01
S 1.5861 -0.2080 -2.7154 0.16 0.08 -0.17
```
Forces are in eV/Å.

Here are the Löwdin charges for atoms 1 to 8, given in e: 0.14 0.64 -0.66 -0.09 0.01 -0.31 -0.25 -0.12


Formula: C15H21N2O3PS2
Source: the OMol25 dataset
Level of theory: ωB97M-V/def2-TZVPD

Calculated values
SMILES = CCOP(=S)(OCC)SCC(=O)N(CCC#N)c1ccccc1
Calculated total energy = -2057.17318 a.u.
Frontier orbital gap = 8.91 eV
LUMO energy = 0.183 eV
Largest force on an atom = 2.83 eV/Å

Geometry as XYZ:
```
44
Properties=species:S:1:pos:R:3:forces:R:3
C 5.2899 -0.5719 3.1373 -1.11 1.37 0.63
C 4.4012 -0.9499 1.9509 0.79 -0.63 0.91
O 3.6642 0.2194 1.4977 -2.05 -1.12 -0.36
P 2.7065 -0.1083 0.1955 1.33 0.60 -2.41
S 3.8512 -0.1187 -1.4158 -0.62 -0.28 1.00
O 1.5237 0.9991 0.0385 0.57 -0.98 1.25
C 1.9035 2.3222 -0.3707 0.60 2.24 -0.70
C 1.7018 2.6011 -1.8664 0.64 -1.64 -0.15
S 1.7017 -2.0132 0.4220 -0.56 0.85 -0.05
C 0.6530 -2.0853 -1.1261 -0.07 0.11 0.05
C -0.4882 -1.0564 -1.3711 -0.22 0.63 -1.94
O -0.3596 -0.3933 -2.3972 -0.39 -0.30 1.26
N -1.7006 -1.0822 -0.6692 1.59 -1.12 0.45
C -1.7882 -1.7367 0.6381 -0.20 -0.13 -0.08
C -1.3948 -0.7567 1.7688 1.02 -0.38 0.34
C -2.4422 0.1528 2.1861 -0.07 -0.37 -0.70
N -3.3486 0.7968 2.4438 -0.55 0.60 0.41
C -2.8359 -0.3286 -1.0378 -1.61 2.12 -0.97
C -4.0617 -0.9820 -1.3235 0.90 0.70 0.36
C -5.2365 -0.2491 -1.5695 0.74 0.19 0.69
C -5.2119 1.1524 -1.5090 0.90 0.51 0.16
C -4.0026 1.8664 -1.2679 0.43 -2.73 -0.31
C -2.8129 1.0950 -1.0716 -0.49 0.47 0.15
H 5.9053 0.3026 2.8603 0.00 -0.56 0.10
H 5.9059 -1.4111 3.4730 -0.10 0.16 -0.22
H 4.6512 -0.2174 4.0016 0.65 -0.52 -0.83
H 3.7327 -1.7913 2.2759 0.30 0.83 -0.56
H 5.0704 -1.2716 1.1489 -0.39 -0.13 -0.19
H 2.9669 2.5230 -0.1555 -0.36 -0.34 0.21
H 1.3195 3.1195 0.1626 0.26 -1.27 0.11
H 2.2899 1.8650 -2.4705 -0.46 0.64 0.52
H 0.6624 2.4386 -2.1219 -0.27 0.30 -0.21
H 2.0685 3.5983 -2.1194 -0.30 0.01 0.16
H 1.3154 -2.0966 -2.0263 -0.54 0.49 0.87
H 0.1356 -3.0555 -1.1329 0.46 -0.05 0.49
H -2.8011 -2.1445 0.7682 0.16 0.50 0.06
H -1.1760 -2.6438 0.6484 0.33 0.44 0.11
H -0.5035 -0.1682 1.4540 -0.53 -0.42 0.19
H -1.1150 -1.3064 2.6804 0.11 -0.02 -0.33
H -4.0086 -2.0663 -1.2710 -0.46 0.06 -0.21
H -6.1867 -0.7677 -1.6803 0.25 0.09 -0.18
H -6.1370 1.7128 -1.6273 0.14 -0.15 -0.05
H -3.9352 2.9446 -1.2545 -0.19 -0.03 0.03
H -1.8738 1.6631 -0.8965 -0.62 -0.73 -0.09
```
Forces are in eV/Å.

Here are the Löwdin charges for atoms 1 to 8, given in e: -0.08 -0.34 -0.32 0.15 0.29 -0.34 -0.31 -0.09


Formula: C15H21NO3S
Source: the OMol25 dataset
Level of theory: ωB97M-V/def2-TZVPD

Calculated values
SMILES = CC(C)(C)C#C[C@@H](CCc1ccccc1)OS(N)(=O)=O
Calculated total energy = -1262.74007 a.u.
Frontier orbital gap = 9.75 eV
LUMO energy = 0.557 eV
Largest force on an atom = 4.03 eV/Å

Geometry as XYZ:
```
41
Properties=species:S:1:pos:R:3:forces:R:3
C 3.2373 -1.9379 -0.6065 0.16 -0.20 0.47
C 1.8764 -2.2791 0.0546 0.51 -0.46 -0.13
C 1.4638 -3.7174 -0.3070 0.47 0.12 -0.72
C 1.9877 -2.1188 1.5713 -1.01 -0.78 -0.06
C 0.8823 -1.3574 -0.4701 -2.12 2.85 -0.98
C 0.1235 -0.4786 -0.8809 1.19 -1.53 0.35
C -0.8640 0.5688 -1.3147 1.34 0.45 2.00
C -0.2137 1.9613 -1.5197 0.40 -0.67 0.34
C 0.6614 2.4760 -0.3795 0.04 -0.72 1.40
C -0.1124 2.4882 0.9854 0.47 1.34 -1.15
C 0.0751 1.5042 1.9398 -0.07 -0.10 -0.18
C -0.6053 1.5478 3.1494 -0.26 -0.13 0.54
C -1.4380 2.6212 3.4517 0.14 -0.02 -0.87
C -1.6316 3.6181 2.4859 0.24 -0.67 0.01
C -0.9871 3.5756 1.2505 0.67 -0.96 0.59
O -1.5297 0.2713 -2.5402 -1.36 -2.58 0.23
S -2.4724 -1.0888 -2.3538 -1.44 -3.64 0.96
N -3.4516 -0.9753 -3.6194 0.10 0.64 -1.64
O -3.4113 -1.0212 -1.2372 2.03 1.39 0.12
O -1.8851 -2.4369 -2.5168 0.82 3.13 0.24
H 3.6542 -1.0321 -0.1559 -0.10 0.00 -0.13
H 3.1402 -1.7796 -1.6755 -0.06 -0.05 -0.13
H 3.9631 -2.7458 -0.4322 -0.23 0.14 -0.02
H 0.5579 -4.0353 0.1836 -0.39 0.08 0.20
H 2.2581 -4.4254 -0.0407 -0.07 0.18 -0.07
H 1.2948 -3.7495 -1.3952 0.05 -0.24 0.36
H 2.6937 -2.8432 1.9500 0.35 -0.17 0.17
H 2.3016 -1.1335 1.8387 0.23 0.69 0.23
H 1.0128 -2.3364 2.0471 0.41 0.19 -0.18
H -1.5997 0.6228 -0.4782 0.23 0.11 -0.68
H -0.9907 2.6624 -1.6968 -0.96 0.60 -0.15
H 0.3852 1.9457 -2.4104 0.30 -0.24 -0.62
H 1.5901 1.8645 -0.3053 -0.73 0.12 0.14
H 1.0398 3.4803 -0.6043 -0.39 -0.06 -0.05
H 0.7529 0.6878 1.7179 -0.10 -0.02 0.04
H -0.5132 0.7110 3.8466 0.13 0.36 -0.11
H -1.9715 2.7075 4.3895 0.07 -0.21 0.01
H -2.3427 4.3696 2.7418 -0.22 0.76 -0.11
H -1.0631 4.3883 0.5344 -0.21 -0.14 0.03
H -3.5521 -1.9207 -3.9679 0.05 0.08 -0.25
H -4.3167 -0.6593 -3.2299 -0.68 0.37 -0.18
```
Forces are in eV/Å.

Here are the Löwdin charges for atoms 1 to 8, given in e: -0.04 -0.61 -0.04 -0.05 0.03 0.07 -0.36 -0.13


Formula: C15H22BN8Os
Source: the OMol25 dataset
Level of theory: ωB97M-V/def2-TZVPD

Calculated values
Calculated total energy = -1137.28003 a.u.
Frontier orbital gap (spin up / spin down) = 5.26 / 5.42 eV
LUMO energy (spin up / spin down) = -13.089 / -13.016 eV
Charge = +3
Largest force on an atom = 1.05 eV/Å

Geometry as XYZ:
```
47
Properties=species:S:1:pos:R:3:forces:R:3
Os 0.3055 -0.2911 -0.1883 0.81 -0.65 -0.14
C 2.5786 -0.6203 -3.6668 0.08 0.00 0.08
C 2.4851 -0.2645 -2.3488 0.16 -0.01 0.04
N 1.2245 -0.5399 -1.9004 -0.49 0.19 0.17
N 0.5220 -1.0867 -2.9395 0.09 0.18 -0.15
C 1.3265 -1.1552 -3.9941 -0.18 -0.11 0.03
B -0.9321 -1.5828 -2.6995 -0.03 -0.12 0.01
N -1.7494 -0.3737 -2.2669 0.09 -0.09 0.13
C -2.8637 0.1622 -2.7742 0.11 -0.06 -0.01
C -3.2206 1.2547 -2.0053 -0.01 0.04 0.02
C -2.2594 1.3276 -1.0157 0.04 0.00 -0.01
N -1.3609 0.3336 -1.1749 0.06 -0.04 0.04
N -0.8702 -2.5507 -1.4529 -0.18 0.24 0.20
C -1.2011 -3.8147 -1.2806 0.04 -0.06 -0.09
C -0.8493 -4.2321 0.0235 0.03 -0.04 -0.09
C -0.2531 -3.1546 0.5983 0.12 0.15 -0.03
N -0.2803 -2.0982 -0.2914 -0.35 -0.28 -0.33
H 3.4365 -0.5347 -4.3119 0.01 0.01 0.00
H 3.2257 0.1669 -1.6937 0.01 0.02 -0.02
H 0.9808 -1.6066 -4.9124 0.03 0.02 -0.03
H -1.3891 -2.1185 -3.6503 0.05 -0.08 0.00
H -3.3209 -0.2696 -3.6505 -0.04 0.03 0.00
H -4.0635 1.9075 -2.1528 0.00 0.02 0.04
H -2.1756 2.0434 -0.2252 -0.04 0.07 0.04
H -1.6400 -4.3774 -2.0924 -0.02 -0.03 0.03
H -0.9995 -5.2091 0.4519 -0.01 0.00 0.01
H 0.1858 -3.0354 1.5753 -0.03 -0.05 0.04
C -0.6323 2.1268 1.6923 -0.02 0.20 0.22
C -0.1798 2.8426 3.0328 0.09 -0.40 -0.37
N 0.9815 2.1349 3.5062 0.13 0.44 0.68
C 2.0995 2.2540 2.6437 -0.19 -0.24 -0.18
C 1.6863 1.5081 1.2584 0.16 0.08 -0.13
N 0.3009 0.9973 1.4108 -0.51 0.87 0.06
C 0.2579 0.0169 2.5225 -0.09 -0.21 0.07
C 0.6979 0.8003 3.8826 0.02 -0.05 -0.35
H -0.5809 2.8247 0.8598 -0.01 -0.04 -0.05
H -1.6346 1.7183 1.7962 -0.01 -0.03 -0.05
H -0.9782 2.7879 3.7687 0.01 0.07 0.02
H 0.0685 3.8820 2.8329 -0.04 0.02 0.05
H 2.9696 1.7550 3.0626 0.04 0.05 -0.03
H 2.3227 3.2944 2.4224 0.03 -0.01 -0.01
H 2.3749 0.6690 1.0973 0.02 -0.06 0.02
H 1.7247 2.2081 0.4201 -0.03 0.02 0.03
H 0.9809 -0.7845 2.3392 0.07 -0.01 -0.01
H -0.7529 -0.3831 2.6135 -0.01 0.04 0.02
H 1.5803 0.3143 4.2915 -0.05 -0.04 0.04
H -0.1292 0.7534 4.5864 0.01 -0.04 0.01
```
Forces are in eV/Å.

Here are the Löwdin charges for atoms 1 to 8, given in e: 1.60 0.04 -0.05 -0.15 0.01 0.05 -0.43 -0.02


Repeat the fourth record exactly.
Formula: C15H21NO3S
Source: the OMol25 dataset
Level of theory: ωB97M-V/def2-TZVPD

Calculated values
SMILES = CC(C)(C)C#C[C@@H](CCc1ccccc1)OS(N)(=O)=O
Calculated total energy = -1262.74007 a.u.
Frontier orbital gap = 9.75 eV
LUMO energy = 0.557 eV
Largest force on an atom = 4.03 eV/Å

Geometry as XYZ:
```
41
Properties=species:S:1:pos:R:3:forces:R:3
C 3.2373 -1.9379 -0.6065 0.16 -0.20 0.47
C 1.8764 -2.2791 0.0546 0.51 -0.46 -0.13
C 1.4638 -3.7174 -0.3070 0.47 0.12 -0.72
C 1.9877 -2.1188 1.5713 -1.01 -0.78 -0.06
C 0.8823 -1.3574 -0.4701 -2.12 2.85 -0.98
C 0.1235 -0.4786 -0.8809 1.19 -1.53 0.35
C -0.8640 0.5688 -1.3147 1.34 0.45 2.00
C -0.2137 1.9613 -1.5197 0.40 -0.67 0.34
C 0.6614 2.4760 -0.3795 0.04 -0.72 1.40
C -0.1124 2.4882 0.9854 0.47 1.34 -1.15
C 0.0751 1.5042 1.9398 -0.07 -0.10 -0.18
C -0.6053 1.5478 3.1494 -0.26 -0.13 0.54
C -1.4380 2.6212 3.4517 0.14 -0.02 -0.87
C -1.6316 3.6181 2.4859 0.24 -0.67 0.01
C -0.9871 3.5756 1.2505 0.67 -0.96 0.59
O -1.5297 0.2713 -2.5402 -1.36 -2.58 0.23
S -2.4724 -1.0888 -2.3538 -1.44 -3.64 0.96
N -3.4516 -0.9753 -3.6194 0.10 0.64 -1.64
O -3.4113 -1.0212 -1.2372 2.03 1.39 0.12
O -1.8851 -2.4369 -2.5168 0.82 3.13 0.24
H 3.6542 -1.0321 -0.1559 -0.10 0.00 -0.13
H 3.1402 -1.7796 -1.6755 -0.06 -0.05 -0.13
H 3.9631 -2.7458 -0.4322 -0.23 0.14 -0.02
H 0.5579 -4.0353 0.1836 -0.39 0.08 0.20
H 2.2581 -4.4254 -0.0407 -0.07 0.18 -0.07
H 1.2948 -3.7495 -1.3952 0.05 -0.24 0.36
H 2.6937 -2.8432 1.9500 0.35 -0.17 0.17
H 2.3016 -1.1335 1.8387 0.23 0.69 0.23
H 1.0128 -2.3364 2.0471 0.41 0.19 -0.18
H -1.5997 0.6228 -0.4782 0.23 0.11 -0.68
H -0.9907 2.6624 -1.6968 -0.96 0.60 -0.15
H 0.3852 1.9457 -2.4104 0.30 -0.24 -0.62
H 1.5901 1.8645 -0.3053 -0.73 0.12 0.14
H 1.0398 3.4803 -0.6043 -0.39 -0.06 -0.05
H 0.7529 0.6878 1.7179 -0.10 -0.02 0.04
H -0.5132 0.7110 3.8466 0.13 0.36 -0.11
H -1.9715 2.7075 4.3895 0.07 -0.21 0.01
H -2.3427 4.3696 2.7418 -0.22 0.76 -0.11
H -1.0631 4.3883 0.5344 -0.21 -0.14 0.03
H -3.5521 -1.9207 -3.9679 0.05 0.08 -0.25
H -4.3167 -0.6593 -3.2299 -0.68 0.37 -0.18
```
Forces are in eV/Å.

Here are the Löwdin charges for atoms 1 to 8, given in e: -0.04 -0.61 -0.04 -0.05 0.03 0.07 -0.36 -0.13


> Which of these has the highest largest force on an atom?

C15H21Cl6F3O12